The following is a quantum chemistry calculation of a cluster of 4 separate species, C39H78FNO9 in total at a distorted geometry, from OMol25.

Geometry as XYZ:
```
128
Properties=species:S:1:pos:R:3:forces:R:3
C -11.099 -2.187 2.568 0.3 -0.3 0.1
C -11.381 -3.611 3.358 -0.2 0.2 -0.8
C -11.046 -4.857 2.294 -0.9 0.2 0.6
C -11.710 -6.299 2.813 1.1 0.2 1.0
C -10.484 -7.384 3.151 -0.8 0.6 -0.5
C -9.834 -6.893 4.576 0.0 -0.5 0.5
C -8.373 -7.547 4.933 -0.9 -0.6 -0.2
C -7.298 -7.213 3.742 0.4 0.2 0.4
C -6.019 -6.264 4.249 -0.7 -0.9 -1.2
C -4.971 -6.251 2.946 -1.1 0.4 0.1
C -4.354 -4.767 2.624 0.2 0.5 -0.6
C -2.742 -4.623 2.928 -0.1 -0.7 0.2
C -1.842 -4.141 1.645 0.2 -0.1 0.1
N -0.693 -5.117 1.318 -2.1 -0.7 -0.2
C -1.220 -2.598 1.813 -0.6 0.2 -1.0
C -1.537 -1.863 0.347 -0.6 -0.6 -1.3
C -3.030 -1.184 0.269 0.2 6.0 2.5
O -3.177 0.037 0.800 0.0 -8.7 -4.0
F -4.143 -1.918 -0.427 3.1 2.1 2.1
O 0.241 -2.583 1.996 -2.0 1.6 0.4
C 0.717 -1.237 2.429 1.4 1.1 0.2
C 1.777 -0.562 1.329 0.0 -0.5 0.3
C 2.166 0.995 1.670 1.4 0.3 -0.3
C 2.226 1.973 0.314 -0.8 0.6 0.3
C 3.540 2.957 0.283 -0.3 0.4 0.7
C 3.527 4.087 -0.908 0.2 0.2 -1.2
C 4.960 4.198 -1.743 0.6 -0.1 1.0
C 5.699 5.658 -1.595 0.2 0.7 -0.7
C 5.083 6.827 -2.593 0.2 -0.3 0.0
C 5.723 6.741 -4.134 0.4 0.4 1.7
O 4.783 6.079 -5.052 1.7 1.9 -0.3
C 4.951 6.522 -6.445 -0.4 0.2 -1.0
H -10.022 -1.750 2.836 -2.4 -1.0 -0.7
H -11.916 -1.383 2.823 1.7 -1.6 -0.5
H -11.140 -2.438 1.413 0.1 0.8 2.4
H -10.733 -3.688 4.341 -1.3 0.1 -2.0
H -12.523 -3.646 3.660 2.3 -0.1 -0.6
H -9.872 -4.907 2.204 -2.3 -0.1 0.0
H -11.544 -4.584 1.247 1.3 -0.5 2.2
H -12.200 -6.060 3.863 0.6 -0.6 -2.3
H -12.509 -6.728 2.071 1.6 0.9 1.4
H -10.883 -8.508 3.179 0.8 2.5 0.2
H -9.759 -7.328 2.231 -1.1 -0.1 1.9
H -10.616 -7.201 5.420 1.7 0.7 -1.7
H -9.719 -5.727 4.634 -0.3 -2.2 -0.4
H -8.037 -7.189 6.010 -0.5 -0.5 -2.3
H -8.543 -8.723 5.036 0.5 2.5 -0.3
H -6.910 -8.241 3.276 -0.7 2.4 1.0
H -7.814 -6.582 2.877 1.0 -1.5 1.8
H -5.529 -6.733 5.210 -0.9 1.1 -1.9
H -6.473 -5.188 4.459 1.2 -2.2 -0.3
H -5.608 -6.562 1.985 1.3 0.6 2.2
H -4.180 -7.097 3.111 -1.3 1.8 -0.4
H -4.536 -4.543 1.469 0.4 -0.5 2.4
H -4.944 -3.903 3.199 1.2 -2.1 -1.1
H -2.367 -5.718 3.208 -0.7 2.4 -0.4
H -2.588 -3.922 3.853 -0.1 -1.3 -1.7
H -2.538 -4.168 0.680 1.4 0.4 2.2
H -1.132 -5.798 0.631 0.9 1.0 1.2
H -0.463 -5.711 2.147 -0.3 1.0 -0.8
H -1.783 -2.012 2.688 1.3 -1.2 -1.9
H -1.449 -2.679 -0.520 -0.2 1.7 2.0
H -0.765 -1.027 0.075 -1.7 -1.4 0.9
H 1.351 -1.343 3.435 -1.7 0.0 -2.4
H -0.160 -0.482 2.648 1.6 -1.6 -0.5
H 2.771 -1.210 1.380 -2.2 1.3 -0.3
H 1.371 -0.623 0.233 0.6 0.0 2.1
H 1.495 1.494 2.497 1.2 -1.1 -1.7
H 3.287 0.998 2.080 -2.5 0.0 -0.6
H 1.247 2.653 0.335 2.1 -1.4 -0.2
H 2.176 1.344 -0.675 0.2 1.1 1.9
H 4.494 2.282 0.212 -1.7 1.3 0.1
H 3.575 3.557 1.312 0.0 -1.5 -2.1
H 2.713 3.805 -1.729 1.5 0.6 1.9
H 3.312 5.191 -0.520 0.1 -2.5 -0.6
H 5.696 3.404 -1.245 -1.6 1.6 -1.4
H 4.779 3.935 -2.877 0.6 0.6 2.4
H 6.854 5.577 -1.880 -2.4 0.0 0.6
H 5.672 6.110 -0.508 -0.1 -1.2 -1.9
H 3.894 6.740 -2.645 2.6 0.3 0.1
H 5.401 7.865 -2.116 -0.8 -2.1 -1.1
H 6.749 6.156 -4.008 -2.1 1.0 -0.6
H 6.007 7.847 -4.451 -0.8 -2.3 0.3
H 5.586 5.747 -7.051 -1.2 1.4 1.1
H 3.864 6.634 -6.919 2.4 -0.4 1.0
H 5.481 7.568 -6.560 -1.0 -2.0 0.5
O 4.844 1.243 -2.859 -1.7 -0.9 -1.3
C 4.007 0.976 -3.717 1.4 0.5 0.9
O 3.204 -0.101 -3.585 0.0 0.0 0.6
C 2.080 -0.394 -4.433 0.0 0.0 -0.2
C 2.525 -1.122 -5.687 0.2 0.0 -0.1
C 3.922 1.796 -4.975 -0.5 0.4 -0.1
H 1.506 0.512 -4.651 0.2 0.0 0.0
H 1.417 -1.048 -3.856 0.3 0.2 0.1
H 3.205 -0.513 -6.288 -0.2 0.0 0.0
H 1.663 -1.390 -6.304 0.1 0.0 0.1
H 3.070 -2.035 -5.424 -0.2 0.1 0.0
H 4.687 1.454 -5.677 -0.1 0.1 0.1
H 4.103 2.843 -4.721 0.2 -0.2 0.0
H 2.945 1.765 -5.458 0.1 -0.2 -0.1
O 0.579 -0.212 5.125 1.6 0.7 1.8
C 1.299 0.049 6.085 -1.1 -0.5 -1.0
O 2.634 0.183 5.928 -0.2 0.2 -0.6
C 3.533 0.662 6.943 0.1 -0.1 0.2
C 3.951 -0.463 7.870 -0.1 -0.2 0.1
C 0.717 0.137 7.469 -0.1 0.6 0.3
H 3.104 1.515 7.478 -0.1 -0.2 0.0
H 4.418 1.042 6.419 -0.3 -0.1 -0.2
H 3.095 -0.885 8.403 0.1 0.1 0.0
H 4.676 -0.106 8.607 -0.1 0.0 -0.1
H 4.401 -1.281 7.298 0.0 0.2 0.0
H 0.612 -0.872 7.877 0.0 0.1 -0.1
H -0.266 0.606 7.404 0.0 -0.3 -0.1
H 1.302 0.748 8.157 0.1 -0.2 0.0
O 6.065 7.823 -9.319 2.3 -0.2 0.1
C 7.283 7.978 -9.308 -1.7 0.0 0.1
O 8.106 6.949 -9.014 -0.5 -0.3 -0.2
C 9.537 6.979 -9.150 0.2 0.2 0.2
C 10.184 7.594 -7.923 -0.1 0.1 0.2
C 7.876 9.341 -9.535 0.3 0.2 -0.6
H 9.833 7.478 -10.079 -0.1 0.0 0.1
H 9.862 5.938 -9.242 -0.4 0.1 0.0
H 9.873 8.632 -7.781 0.1 -0.1 -0.1
H 11.274 7.567 -8.008 -0.1 0.0 0.0
H 9.885 7.048 -7.022 0.1 0.0 -0.2
H 7.838 9.907 -8.601 0.0 -0.1 -0.1
H 7.285 9.855 -10.296 -0.1 -0.1 0.3
H 8.901 9.321 -9.907 0.0 0.0 0.2
```
Positions in Å, forces in eV/Å.

## Properties
- Total energy: -64328.7458 eV
- HOMO-LUMO gap: 9.6 eV
- SMILES string: CCCCCCCCCCCC[C@H](N)[C@H](CC(=O)F)OCCCCCCCCCCOC.CCOC(C)=O.CCOC(C)=O.CCOC(C)=O